Formula: C5H10O2
Source: the Open Molecules 2025 dataset
Level of theory: ωB97M-V with the def2-TZVPD basis set

ORCA input file:
```
! wB97M-V def2-TZVPD RIJCOSX def2/J DEFGRID3
* xyz 0 1
C 0.450 0.759 -1.127
C -0.922 1.255 -0.680
O -1.460 0.153 0.027
C -0.405 -0.413 0.800
C -0.603 -1.914 0.877
C 0.920 0.006 0.123
O 1.615 0.841 1.036
H 1.144 1.555 -1.418
H 2.462 1.072 0.635
H 0.336 0.063 -1.966
H -0.819 2.134 -0.024
H -1.603 1.498 -1.499
H -0.403 0.033 1.806
H 0.171 -2.363 1.509
H -1.583 -2.157 1.297
H -0.539 -2.353 -0.125
H 1.531 -0.872 -0.129
*
```

For the maximum force, the calculation gives 0.0063 hartree/bohr. The SMILES is C[C@@H]1OCC[C@H]1O. Its energy relative to the best compared isomer or geometry (same formula, charge and spin) is 121.3 kJ/mol.